Entry 1:
28
Properties=species:S:1:pos:R:3 method="wB97M-V/def2-TZVPD" charge=+1 energy_ev=-25994.7406 e_lumo_ev="-6.05 / -6.05" homo_lumo_gap_ha="0.258 / 0.259" de_lowest_kcal_mol=99.0
C 4.49301 -0.14360 -0.34872
C 3.76060 -1.36053 -0.41487
C 3.82070 1.10378 -0.37824
C 2.36811 -1.33694 -0.48816
C 2.43315 1.09694 -0.42452
C 1.75758 -0.11622 -0.52110
C -4.13472 0.37389 -1.58826
C -3.01186 0.53513 -0.83312
C -2.34027 -0.40232 -0.01725
C -1.43632 -0.04077 0.96939
C -0.85582 -1.00913 1.98505
N -0.31141 1.13210 -1.56164
O -0.35428 -1.46285 -1.32236
S -0.03367 -0.15852 -0.84134
H 5.59180 -0.30335 -0.27730
H 4.23414 -2.28429 -0.64198
H 4.42934 1.93098 -0.25762
H 1.68154 -2.15796 -0.42676
H 1.94477 2.00085 -0.24239
H -4.66067 1.18215 -2.05720
H -4.44526 -0.67489 -1.84030
H -2.81491 1.53383 -0.39642
H -2.50193 -1.49722 -0.01343
H -1.46978 1.09244 1.34133
H -0.99449 -2.08260 1.61436
H -1.55440 -0.84749 2.93788
H 0.14540 -0.65010 2.36411
H -1.00806 0.99891 -2.26960

Entry 2:
28
Properties=species:S:1:pos:R:3 method="wB97M-V/def2-TZVPD" charge=+1 energy_ev=-25995.3761 e_lumo_ev=-3.03 homo_lumo_gap_ha=0.352 de_lowest_kcal_mol=84.4
C -1.64433 -2.10401 3.18723
C -1.98829 -1.28075 2.06822
C -0.30043 -2.25332 3.33232
C -0.87752 -0.95345 1.38043
C 0.06820 1.59152 0.25752
C 0.18123 2.20173 1.42249
C -1.58825 0.34535 -1.29405
C -0.78387 0.35968 -0.09342
C 0.95765 0.65354 -1.65187
C 0.94447 0.92125 -3.10797
C 2.13565 -0.09574 -1.09008
N -0.17842 -0.21439 -1.21709
O 0.76509 1.83815 -0.87990
S 0.64813 -1.41335 2.05380
H -2.52298 -2.56916 3.74041
H -2.98406 -1.26614 1.74056
H 0.36468 -2.70512 4.18616
H 1.01492 2.83269 1.61507
H -0.61585 1.90238 2.11205
H -2.40711 -0.34309 -1.55712
H -1.51407 1.27768 -2.02470
H -0.08717 0.91700 -3.41554
H 1.49069 0.26994 -3.68095
H 1.49338 1.99705 -3.23254
H 2.30539 -0.98565 -1.57232
H 1.93057 -0.15888 -0.04032
H 3.11748 0.46414 -1.02201
H 0.07484 -1.22907 -1.21637